Record 1
A structure of composition C13H31ClInN2O3S at a distorted geometry. Source: OMol25; level of theory: ωB97M-V/def2-TZVPD.

```
52
Properties=species:S:1:pos:R:3:nbo_charge:R:1
C 5.7405 -2.4286 2.7164 -0.65
C 4.2673 -1.7401 2.9222 -0.07
O 3.5354 -1.4492 1.6755 -0.56
C 3.6867 -0.0485 1.2537 -0.08
C 2.4921 0.9619 1.7422 -0.44
C 1.7847 0.5687 3.1676 -0.42
C 0.7520 -0.7021 3.1080 -0.43
C 0.1957 -1.0815 1.6136 -0.90
In -1.1534 -2.9562 1.6097 1.16
S 0.2237 -5.0397 1.7898 -0.72
Cl -2.7129 -2.8125 3.5888 -0.66
H 6.2921 -2.3677 3.7717 0.20
H 6.3857 -1.8065 1.9614 0.21
H 5.7135 -3.5391 2.3457 0.22
H 3.5353 -2.3396 3.6173 0.21
H 4.4550 -0.6845 3.4453 0.16
H 4.7745 0.3168 1.5265 0.17
H 3.6466 -0.0566 0.0606 0.19
H 3.0090 2.0248 1.9136 0.19
H 1.6830 1.1642 0.8882 0.23
H 2.5607 0.3648 4.0413 0.19
H 1.1536 1.5043 3.5152 0.20
H -0.1873 -0.4549 3.7959 0.21
H 1.2497 -1.6759 3.5841 0.19
H 1.0471 -1.3387 0.8282 0.21
H -0.4005 -0.1224 1.2276 0.21
H -2.0715 -2.8621 0.0503 -0.38
H 0.0644 -5.6306 3.0632 0.15
C -5.0854 -0.1159 -0.5353 -0.72
C -3.7964 0.2467 -1.2175 0.68
O -2.9246 0.9091 -0.6581 -0.67
N -3.6048 -0.1811 -2.4978 -0.63
C -4.4981 -0.9621 -3.3211 -0.41
H -5.0910 0.2955 0.4780 0.25
H -5.9306 0.3069 -1.0845 0.21
H -5.1794 -1.2029 -0.4676 0.24
H -2.7138 0.1027 -2.8880 0.44
H -3.9793 -1.8802 -3.6074 0.20
H -4.7245 -0.3826 -4.2194 0.19
H -5.4265 -1.2138 -2.8066 0.20
C -0.0506 2.7039 -4.7921 -0.72
C -1.0693 2.2010 -3.8082 0.69
O -1.6083 1.1025 -3.9293 -0.66
N -1.3939 3.0019 -2.7537 -0.61
C -0.8784 4.3133 -2.4369 -0.41
H 0.1021 1.9556 -5.5747 0.24
H -0.4064 3.6256 -5.2599 0.22
H 0.9035 2.8757 -4.2871 0.23
H -2.0860 2.5939 -2.1363 0.44
H -0.4199 4.2668 -1.4461 0.21
H -1.7191 5.0107 -2.4110 0.19
H -0.1414 4.6584 -3.1633 0.20
```

Results
E_tot	-51638.0722	eV
LUMO	2.4	eV
total charge	-1



Record 2
A structure of composition C13H31EuN8O3S at a distorted geometry. Source: OMol25; level of theory: ωB97M-V/def2-TZVPD.

```
57
Properties=species:S:1:pos:R:3:nbo_charge:R:1
Eu 0.0583 0.0554 0.0821 1.75
N -0.3545 -1.9985 1.5819 -0.87
C 0.8596 -2.5124 2.2669 -0.23
C 1.8568 -1.3857 2.5197 -0.24
N 2.2714 -0.6920 1.2757 -0.50
C 3.1851 -1.5475 0.4766 -0.24
C 2.4736 -2.2952 -0.6457 -0.23
N 1.6519 -1.3444 -1.4230 -0.86
C 2.9657 0.5716 1.6274 -0.25
C 3.0243 1.5636 0.4689 -0.23
N 1.6656 2.0098 0.0570 -0.87
H -0.9874 -1.6390 2.2926 0.41
H -0.8477 -2.7737 1.1487 0.41
H 1.3130 -3.2884 1.6555 0.20
H 0.6168 -2.9679 3.2282 0.23
H 2.7278 -1.8069 3.0335 0.22
H 1.3949 -0.6590 3.1889 0.22
H 3.7050 -2.2598 1.1233 0.22
H 3.9454 -0.9135 0.0202 0.21
H 1.8157 -3.0687 -0.2569 0.20
H 3.2274 -2.7889 -1.2619 0.22
H 0.9808 -1.8689 -1.9774 0.41
H 2.2525 -0.8737 -2.0931 0.39
H 3.9870 0.3674 1.9664 0.22
H 2.4391 1.0384 2.4618 0.23
H 3.5014 1.1165 -0.4040 0.20
H 3.6343 2.4095 0.7905 0.22
H 1.7654 2.5442 -0.8002 0.40
H 1.3313 2.6712 0.7533 0.41
C -3.6991 5.1499 1.6618 -0.67
C -3.0824 3.9913 2.3432 0.37
N -3.4591 3.4982 3.4722 -0.21
N -2.6354 2.4468 3.7037 -0.33
C -1.7381 2.2609 2.7380 0.28
S -0.5118 1.0991 2.7068 -0.30
N -2.0005 3.2636 1.8591 -0.22
N -1.2901 3.4390 0.6801 -0.63
H -4.3751 5.6363 2.3599 0.28
H -4.2757 4.8236 0.7946 0.25
H -2.9520 5.8731 1.3343 0.24
H -2.7294 1.9137 4.5539 0.45
H -1.1294 4.4305 0.5399 0.39
H -1.8460 3.0758 -0.0873 0.39
C -1.3842 -0.1287 -4.0357 -0.64
C -1.3463 0.7722 -2.8189 0.18
C -2.1922 2.0237 -2.9957 -0.63
O 0.0394 1.1365 -2.4766 -0.74
C -1.6452 0.0168 -1.5104 0.72
O -2.0088 0.6838 -0.5026 -0.68
O -1.1630 -1.1318 -1.3728 -0.66
H -0.9250 0.3750 -4.8878 0.23
H -2.4181 -0.3599 -4.2918 0.25
H -0.8596 -1.0627 -3.8458 0.23
H -2.1355 2.3891 -4.0201 0.24
H -1.8433 2.8131 -2.3319 0.21
H -3.2370 1.8026 -2.7762 0.25
H 0.4527 1.4398 -3.2921 0.51
```

Results
E_tot	-62201.2804	eV
LUMO (alpha / beta)	-6.9 / -5.1	eV
spin multiplicity	7
total charge	+2
⟨S²⟩	12.011



Record 3
A cluster of 4 separate species, C13H32N5O4S4 in total at a distorted geometry. Source: OMol25; level of theory: ωB97M-V/def2-TZVPD.

```
58
Properties=species:S:1:pos:R:3:nbo_charge:R:1
N 2.8575 -3.1943 1.7092 -0.83
C 3.5323 -1.9934 1.2198 0.81
N 4.6163 -1.5777 1.9401 -0.94
N 3.0574 -1.2698 0.0889 -0.51
C 3.9374 -0.1407 -0.2689 -0.25
C 3.7096 1.2122 0.5146 -0.44
C 2.6448 1.2065 1.6654 -0.44
C 1.4360 2.2128 1.4122 -0.51
S 0.0296 1.6368 2.4845 0.28
C -0.8579 0.4235 1.4994 0.27
N -1.4123 -0.7134 1.8809 -0.31
N -1.9661 -1.3773 0.8299 -0.26
C -1.7264 -0.5812 -0.2164 0.28
O -1.0665 0.5477 0.1409 -0.44
H 2.0144 -2.9251 2.2355 0.43
H 2.5622 -3.7018 0.8628 0.42
H 5.5357 -1.9085 1.6576 0.45
H 4.4988 -0.8964 2.6884 0.45
H 2.0723 -1.0129 0.1927 0.45
H 5.0212 -0.4043 -0.2200 0.23
H 3.7518 0.0685 -1.3563 0.23
H 4.6931 1.5116 0.9608 0.23
H 3.4752 2.0123 -0.2349 0.24
H 2.2287 0.2168 1.9575 0.19
H 3.1524 1.6088 2.5832 0.23
H 1.1373 2.2047 0.3401 0.24
H 1.7163 3.2521 1.7113 0.26
H -2.0247 -0.8192 -1.2546 0.22
C -1.0789 3.8072 -3.6178 -0.83
S -1.3573 4.8046 -2.1426 1.26
O -0.0446 4.9499 -1.4492 -0.99
C -2.2961 3.5563 -1.2488 -0.84
H -0.4672 4.3829 -4.3111 0.24
H -0.5577 2.8866 -3.3501 0.22
H -2.0365 3.5758 -4.0857 0.23
H -1.6920 2.6555 -1.1341 0.22
H -3.2141 3.3286 -1.7921 0.23
H -2.5484 3.9513 -0.2653 0.25
C -0.0775 -4.7306 -3.1417 -0.83
S 1.3589 -4.5373 -2.0759 1.25
O 1.0183 -3.5736 -0.9827 -1.02
C 2.3639 -3.6509 -3.2796 -0.83
H -0.8593 -5.2360 -2.5765 0.25
H -0.4353 -3.7516 -3.4632 0.23
H 0.1935 -5.3356 -4.0070 0.24
H 1.8552 -2.7354 -3.5853 0.23
H 2.5411 -4.2898 -4.1450 0.25
H 3.3166 -3.3995 -2.8145 0.23
C -4.6736 1.1164 3.6917 -0.83
S -4.9376 1.3245 1.9217 1.24
O -5.6070 2.6381 1.7214 -0.98
C -6.1987 0.0467 1.7728 -0.83
H -3.9384 1.8510 4.0180 0.24
H -5.6103 1.2762 4.2269 0.24
H -4.2942 0.1123 3.8866 0.23
H -7.0372 0.2755 2.4316 0.24
H -5.7678 -0.9211 2.0331 0.23
H -6.5439 0.0233 0.7400 0.24
```

Results
E_tot	-72969.7938	eV
LUMO	-5.0	eV
total charge	+1



Record 4
A structure of composition C13H32N5O6S2 at a distorted geometry. Source: OMol25; level of theory: ωB97M-V/def2-TZVPD.

```
58
Properties=species:S:1:pos:R:3:nbo_charge:R:1
C -2.6637 -2.3545 3.5324 -0.61
C -1.7449 -3.5969 3.1419 -0.41
C -1.9882 -3.8937 1.6141 -0.43
C -0.7642 -4.5289 0.8586 -0.22
N 0.4602 -3.7066 0.8235 -0.85
S 0.1814 -2.0884 0.3635 2.26
O -0.1311 -1.3316 1.6369 -0.97
O -0.9103 -1.9830 -0.6708 -0.97
N 1.6379 -1.6120 -0.3793 -1.12
S 1.9656 0.0182 -0.0788 2.15
O 3.2185 0.3468 -0.8708 -0.99
O 2.2885 0.3258 1.3697 -0.96
C 0.6745 1.1533 -0.7341 -0.64
C -0.5167 1.4036 0.2645 -0.44
C -1.4584 2.5601 -0.3263 -0.21
N -2.4017 1.9145 -1.2987 -0.85
H -3.1126 -2.4649 4.5501 0.19
H -2.1094 -1.3945 3.3995 0.24
H -3.5313 -2.3400 2.8160 0.19
H -0.6813 -3.4119 3.4134 0.21
H -2.1290 -4.4479 3.7667 0.18
H -2.8182 -4.6575 1.5654 0.19
H -2.4039 -2.9863 1.1083 0.24
H -1.1216 -4.8487 -0.1496 0.21
H -0.5025 -5.4757 1.4077 0.19
H 1.0069 -3.7721 1.6787 0.40
H 1.1389 2.1424 -0.9853 0.24
H 0.2354 0.7092 -1.6681 0.23
H -0.0968 1.6770 1.2646 0.23
H -1.1614 0.4908 0.3060 0.23
H -2.0039 3.0220 0.5254 0.20
H -0.7740 3.2866 -0.8228 0.18
H -3.1182 1.5018 -0.6905 0.35
H -1.9118 1.0930 -1.6689 0.35
C -3.6944 4.6827 -2.4231 0.54
O -2.9701 5.1275 -1.5565 -0.62
N -3.8267 5.2074 -3.6721 -0.44
C -4.7117 4.6269 -4.6596 -0.40
C -3.0547 6.3839 -4.0219 -0.42
H -4.3204 3.7928 -2.2598 0.12
H -4.1310 4.3258 -5.5352 0.19
H -5.4584 5.3677 -4.9583 0.18
H -5.2205 3.7530 -4.2538 0.21
H -1.9901 6.1643 -3.9164 0.22
H -3.3087 7.2004 -3.3423 0.21
H -3.2658 6.6835 -5.0478 0.20
C 5.7958 -2.0687 2.8545 0.53
O 6.6336 -2.2412 3.7254 -0.66
N 6.0555 -2.0098 1.5263 -0.43
C 5.0063 -1.8019 0.5399 -0.41
C 7.4242 -2.1588 1.0777 -0.41
H 4.7273 -1.9427 3.0889 0.12
H 4.9837 -2.6535 -0.1455 0.18
H 5.2142 -0.8905 -0.0200 0.22
H 4.0341 -1.7063 1.0195 0.24
H 7.8101 -3.1290 1.4009 0.20
H 8.0411 -1.3750 1.5240 0.20
H 7.4739 -2.0888 -0.0079 0.20
```

Results
E_tot	-55405.7459	eV
LUMO	2.3	eV
total charge	-1



Copy entry 1 word for word.
A structure of composition C13H31ClInN2O3S at a distorted geometry. Source: OMol25; level of theory: ωB97M-V/def2-TZVPD.

```
52
Properties=species:S:1:pos:R:3:nbo_charge:R:1
C 5.7405 -2.4286 2.7164 -0.65
C 4.2673 -1.7401 2.9222 -0.07
O 3.5354 -1.4492 1.6755 -0.56
C 3.6867 -0.0485 1.2537 -0.08
C 2.4921 0.9619 1.7422 -0.44
C 1.7847 0.5687 3.1676 -0.42
C 0.7520 -0.7021 3.1080 -0.43
C 0.1957 -1.0815 1.6136 -0.90
In -1.1534 -2.9562 1.6097 1.16
S 0.2237 -5.0397 1.7898 -0.72
Cl -2.7129 -2.8125 3.5888 -0.66
H 6.2921 -2.3677 3.7717 0.20
H 6.3857 -1.8065 1.9614 0.21
H 5.7135 -3.5391 2.3457 0.22
H 3.5353 -2.3396 3.6173 0.21
H 4.4550 -0.6845 3.4453 0.16
H 4.7745 0.3168 1.5265 0.17
H 3.6466 -0.0566 0.0606 0.19
H 3.0090 2.0248 1.9136 0.19
H 1.6830 1.1642 0.8882 0.23
H 2.5607 0.3648 4.0413 0.19
H 1.1536 1.5043 3.5152 0.20
H -0.1873 -0.4549 3.7959 0.21
H 1.2497 -1.6759 3.5841 0.19
H 1.0471 -1.3387 0.8282 0.21
H -0.4005 -0.1224 1.2276 0.21
H -2.0715 -2.8621 0.0503 -0.38
H 0.0644 -5.6306 3.0632 0.15
C -5.0854 -0.1159 -0.5353 -0.72
C -3.7964 0.2467 -1.2175 0.68
O -2.9246 0.9091 -0.6581 -0.67
N -3.6048 -0.1811 -2.4978 -0.63
C -4.4981 -0.9621 -3.3211 -0.41
H -5.0910 0.2955 0.4780 0.25
H -5.9306 0.3069 -1.0845 0.21
H -5.1794 -1.2029 -0.4676 0.24
H -2.7138 0.1027 -2.8880 0.44
H -3.9793 -1.8802 -3.6074 0.20
H -4.7245 -0.3826 -4.2194 0.19
H -5.4265 -1.2138 -2.8066 0.20
C -0.0506 2.7039 -4.7921 -0.72
C -1.0693 2.2010 -3.8082 0.69
O -1.6083 1.1025 -3.9293 -0.66
N -1.3939 3.0019 -2.7537 -0.61
C -0.8784 4.3133 -2.4369 -0.41
H 0.1021 1.9556 -5.5747 0.24
H -0.4064 3.6256 -5.2599 0.22
H 0.9035 2.8757 -4.2871 0.23
H -2.0860 2.5939 -2.1363 0.44
H -0.4199 4.2668 -1.4461 0.21
H -1.7191 5.0107 -2.4110 0.19
H -0.1414 4.6584 -3.1633 0.20
```

Results
E_tot	-51638.0722	eV
LUMO	2.4	eV
total charge	-1



Q: Among the records above, which one has the lowest E_tot?
A: C13H32N5O4S4



Q: Which value of total charge does entry 1 give?
A: -1



Q: total charge of number 1 (C13H31ClInN2O3S)?
A: -1